1.
{"formula": "C24H46O20P2", "method": "wB97M-V/def2-TZVPD", "max_force_ev_per_a": 6.06, "total_energy_ha": -3129.665548, "gap_ev": 10.6, "smiles": "CCOP(=O)(OCC)OCC.CCOP(=O)(OCC)OCC.O=C1OCCO1.O=C1OCCO1.O=C1OCCO1.O=C1OCCO1", "relative_energy_ev": 3.898, "elements": ["C", "C", "O", "P", "O", "O", "C", "C", "O", "C", "C", "H", "H", "H", "H", "H", "H", "H", "H", "H", "H", "H", "H", "H", "H", "H", "C", "C", "O", "P", "O", "O", "C", "C", "O", "C", "C", "H", "H", "H", "H", "H", "H", "H", "H", "H", "H", "H", "H", "H", "H", "H", "O", "C", "O", "C", "C", "O", "H", "H", "H", "H", "O", "C", "O", "C", "C", "O", "H", "H", "H", "H", "O", "C", "O", "C", "C", "O", "H", "H", "H", "H", "O", "C", "O", "C", "C", "O", "H", "H", "H", "H"], "xyz": [[17.1571, 22.8022, 8.8267], [15.8194, 22.4089, 9.4092], [15.1572, 21.7169, 8.4270], [13.6060, 21.1325, 8.7230], [13.1621, 21.1845, 10.0911], [13.4815, 19.5869, 8.2166], [12.3003, 18.8581, 8.5352], [12.4980, 17.3753, 8.4275], [12.7813, 22.1777, 7.7573], [12.8304, 23.5646, 7.9716], [11.7363, 24.2092, 7.0134], [17.8489, 23.0109, 9.6427], [17.5210, 22.1115, 8.0660], [17.0123, 23.7167, 8.2514], [15.9425, 21.7030, 10.2306], [15.1434, 23.2351, 9.6290], [11.9816, 19.2395, 9.5053], [11.5676, 19.2343, 7.8213], [12.4752, 16.9698, 7.4160], [13.4432, 17.1388, 8.9161], [11.7052, 16.9193, 9.0205], [12.6033, 23.7785, 9.0160], [13.7887, 23.9782, 7.6575], [10.8531, 23.7744, 7.4814], [11.8196, 25.2959, 7.0259], [11.8293, 23.9861, 5.9506], [13.9189, 25.2216, 1.1725], [14.1116, 24.5118, -0.1766], [15.4860, 24.2709, -0.4689], [16.3096, 22.9432, -0.0763], [15.3909, 21.7536, -0.0730], [17.4882, 22.9413, -1.2512], [18.2148, 21.8423, -1.5402], [17.9960, 21.5666, -3.0071], [16.8584, 23.2713, 1.4429], [17.4994, 24.4949, 1.6949], [16.9296, 25.2364, 2.9646], [14.4160, 26.1906, 1.1271], [12.8680, 25.5105, 1.1829], [14.1175, 24.6579, 2.0841], [13.5986, 23.5501, -0.1690], [13.7617, 25.0101, -1.0807], [19.2716, 22.0193, -1.3404], [18.0274, 21.0108, -0.8608], [18.6035, 20.7732, -3.4425], [16.9755, 21.2416, -3.2096], [18.1961, 22.4427, -3.6239], [18.5745, 24.3949, 1.8443], [17.4239, 25.2459, 0.9085], [16.4667, 24.4882, 3.6080], [17.6912, 25.8340, 3.4655], [16.2384, 26.0423, 2.7177], [8.4276, 29.0830, 2.4080], [8.8028, 29.4176, 3.4842], [8.0600, 30.1038, 4.4778], [8.8630, 30.3939, 5.6017], [10.3245, 30.0103, 5.1981], [10.1542, 29.4456, 3.8570], [8.7948, 31.4593, 5.8217], [8.5538, 29.7802, 6.4477], [10.8515, 29.2978, 5.8326], [10.9557, 30.8279, 4.8499], [14.7191, 16.7501, 12.8565], [15.8994, 17.0086, 13.0939], [16.6431, 16.2761, 13.8999], [17.7898, 16.9730, 14.1465], [17.8593, 18.0958, 13.0384], [16.4825, 18.1665, 12.7739], [17.8893, 17.3429, 15.1670], [18.6947, 16.3665, 14.1088], [18.4724, 17.8690, 12.1662], [18.2349, 18.9259, 13.6368], [10.2304, 20.1720, 17.6449], [10.8460, 20.0865, 16.5377], [12.0789, 20.6267, 16.4262], [12.5666, 20.3824, 15.1824], [11.3376, 20.1282, 14.4185], [10.4457, 19.6194, 15.3542], [13.1499, 21.2222, 14.8047], [13.2684, 19.5492, 15.1452], [11.6908, 19.3752, 13.7141], [11.0411, 20.9127, 13.7223], [20.9424, 19.0746, 3.8684], [19.8858, 19.3163, 4.3269], [19.1485, 20.4095, 4.0632], [17.8248, 20.0454, 4.1973], [17.9222, 19.1336, 5.3429], [19.1337, 18.5163, 5.2096], [17.1989, 20.8597, 4.5623], [17.4653, 19.5370, 3.3026], [17.1035, 18.4397, 5.1524], [17.7512, 19.5805, 6.3222]]}



2.
{"formula": "C24H47Be2F2N4O15P3", "method": "wB97M-V/def2-TZVPD", "max_force_ev_per_a": 6.60, "total_energy_ha": -3542.887972, "gap_ev": 2.0, "elements": ["C", "C", "C", "C", "C", "P", "H", "H", "H", "H", "H", "H", "H", "H", "H", "H", "C", "C", "C", "O", "C", "C", "C", "O", "O", "O", "H", "H", "H", "H", "C", "O", "H", "H", "H", "H", "O", "P", "N", "C", "C", "N", "C", "C", "N", "C", "C", "H", "H", "H", "H", "H", "H", "H", "H", "H", "H", "H", "H", "H", "H", "H", "H", "H", "H", "C", "C", "O", "N", "C", "H", "H", "H", "H", "H", "H", "H", "O", "H", "Be", "F", "O", "P", "O", "O", "O", "Be", "C", "C", "O", "C", "O", "O", "F", "H", "H", "H"], "xyz": [[0.7258, 4.4491, 0.0118], [0.5673, 5.5808, 0.3697], [0.4788, 7.0244, 0.6257], [-0.6061, 7.7359, -0.2346], [-1.6498, 6.7653, -0.8009], [-2.9357, 6.2906, 0.4056], [1.0515, 3.4736, -0.3393], [1.4453, 7.4844, 0.3956], [0.3065, 7.2116, 1.6895], [-1.1175, 8.4466, 0.4279], [-0.1923, 8.3588, -1.0287], [-2.2032, 7.3120, -1.5771], [-1.2353, 5.8892, -1.3009], [-3.7737, 5.3161, -0.2369], [-2.3791, 5.7877, 1.5894], [-3.7894, 7.3912, 0.6457], [3.4722, -0.8269, 0.7382], [2.3732, -0.0757, 0.7488], [1.9891, 0.7541, -0.4373], [0.9042, 1.4615, -0.3821], [2.7847, 0.7708, -1.5636], [3.9177, 0.0034, -1.6016], [4.3160, -0.8592, -0.4331], [5.3161, -1.5352, -0.5209], [4.6808, -0.0363, -2.6195], [1.5798, -0.0460, 1.8366], [3.7662, -1.4292, 1.5845], [2.4833, 1.3882, -2.3972], [5.3970, -0.6690, -2.3964], [0.8414, 0.5390, 1.6383], [-5.0910, 9.3790, -0.9662], [-5.4390, 9.2418, 0.4091], [-4.0946, 8.9595, -1.1052], [-5.8035, 8.8324, -1.5875], [-5.0772, 10.4310, -1.2563], [-6.3173, 9.6126, 0.5277], [-0.7028, -0.3813, 4.3571], [-0.7491, -1.7643, 3.7235], [-2.3223, -2.2218, 4.2845], [-2.6221, -2.4154, 5.6910], [-3.3903, -1.4878, 3.6209], [0.5886, -2.4191, 4.5816], [0.5405, -3.5068, 5.5305], [1.6109, -1.4643, 4.9995], [-0.7016, -3.2260, 2.6878], [-0.4772, -2.8464, 1.2813], [-1.6279, -4.3425, 2.7496], [-3.6041, -2.8856, 5.7918], [-2.6257, -1.4781, 6.2633], [-1.9288, -3.1093, 6.1617], [-3.3773, -1.6941, 2.5431], [-3.2926, -0.4043, 3.7588], [-4.3708, -1.7928, 3.9870], [0.1861, -3.1753, 6.5152], [1.5382, -3.9330, 5.6693], [-0.0808, -4.3350, 5.1898], [1.3240, -0.9322, 5.9162], [1.7952, -0.7282, 4.2215], [2.5598, -1.9758, 5.1800], [-1.3718, -2.3974, 0.8345], [-0.1792, -3.7038, 0.6843], [0.3284, -2.1177, 1.2201], [-2.6115, -4.1087, 2.3250], [-1.7735, -4.7070, 3.7630], [-1.2066, -5.1769, 2.1792], [1.2987, -4.3183, -1.7772], [1.0722, -2.8128, -1.8534], [0.9341, -2.1127, -0.8347], [1.0287, -2.2446, -3.0456], [1.1755, -2.8640, -4.3533], [1.3100, -4.6263, -0.7296], [0.4831, -4.8360, -2.2933], [2.2582, -4.5797, -2.2293], [0.8843, -1.2462, -3.0088], [2.0249, -2.3974, -4.8449], [0.2718, -2.6683, -4.9327], [1.3337, -3.9385, -4.2910], [4.2941, 2.3456, 1.2992], [3.8641, 2.6750, 2.1012], [0.9674, -6.5447, -1.5029], [2.5491, -0.5637, -4.1095], [-4.7094, 3.5761, -1.1848], [-4.9610, 2.3457, -0.3285], [-5.2042, 1.1298, -1.2175], [-6.1641, 2.6075, 0.5754], [-3.7223, 2.0892, 0.5305], [-0.1369, 2.3118, 0.3957], [3.4246, -5.8111, -7.8198], [3.3389, -5.0598, -6.5159], [2.3782, -5.8079, -5.7900], [2.4702, -7.0965, -6.2408], [2.0143, -8.0316, -5.6866], [3.1634, -7.1562, -7.4090], [2.8737, -3.8032, -6.6983], [2.6612, -5.4928, -8.5313], [4.4016, -5.7276, -8.2896], [4.2742, -5.0230, -5.9538]]}



Number 1: HOMO energy -10.616 eV. Number 2: HOMO energy -6.540 eV.